No. 1
{
  "formula": "C34H66O11",
  "method": "ωB97M-V/def2-TZVPD",
  "symbols": ["C", "C", "C", "C", "C", "C", "O", "C", "C", "C", "O", "O", "C", "C", "C", "C", "O", "H", "H", "H", "H", "H", "H", "H", "H", "H", "H", "H", "H", "H", "H", "H", "H", "H", "H", "H", "H", "H", "H", "H", "H", "C", "C", "C", "O", "H", "H", "H", "H", "H", "H", "C", "C", "C", "O", "H", "H", "H", "H", "H", "H", "C", "C", "C", "O", "H", "H", "H", "H", "H", "H", "C", "C", "C", "O", "H", "H", "H", "H", "H", "H", "C", "C", "C", "O", "H", "H", "H", "H", "H", "H", "C", "C", "C", "O", "H", "H", "H", "H", "H", "H", "C", "C", "C", "O", "H", "H", "H", "H", "H", "H"],
  "positions_angstrom": [[-2.758, 2.651, -2.094], [-1.932, 2.850, -0.701], [-2.974, 3.568, 0.312], [-1.400, 1.429, -0.179], [-0.518, 0.617, -1.268], [-0.635, 1.496, 1.242], [-1.174, 0.425, 2.067], [-0.159, -0.484, 2.536], [0.849, -1.183, 1.506], [0.924, -2.704, 2.102], [1.684, -3.623, 1.694], [-0.066, -2.841, 3.149], [-1.050, -1.817, 2.841], [-2.353, -1.652, 3.754], [-3.646, -1.466, 2.785], [-4.906, -0.965, 3.689], [-3.937, -2.729, 2.106], [-1.999, 2.780, -2.947], [-3.620, 3.403, -2.144], [-3.193, 1.585, -2.174], [-1.030, 3.511, -0.931], [-3.294, 4.545, -0.205], [-3.915, 2.952, 0.507], [-2.464, 3.895, 1.291], [-2.343, 0.780, -0.001], [-0.843, -0.492, -1.214], [-0.590, 1.027, -2.329], [0.575, 0.627, -0.910], [0.503, 1.520, 1.163], [-0.938, 2.486, 1.763], [0.337, -0.260, 3.557], [1.856, -0.657, 1.679], [0.555, -1.308, 0.413], [-1.412, -2.059, 1.766], [-2.540, -2.530, 4.456], [-2.233, -0.643, 4.308], [-3.489, -0.662, 1.990], [-4.853, 0.146, 3.939], [-5.861, -1.145, 3.064], [-4.892, -1.591, 4.644], [-3.973, -2.487, 1.156], [5.605, 0.542, 4.149], [4.593, 0.116, 3.118], [4.499, -1.352, 2.807], [3.879, 0.930, 2.558], [5.562, 1.627, 4.271], [5.378, 0.073, 5.109], [6.609, 0.266, 3.821], [4.222, -1.906, 3.707], [5.451, -1.713, 2.420], [3.730, -1.512, 2.048], [6.529, -5.582, 1.046], [5.872, -4.695, 2.068], [4.617, -5.203, 2.725], [6.334, -3.605, 2.356], [7.422, -5.087, 0.657], [6.826, -6.525, 1.509], [5.844, -5.767, 0.218], [4.826, -6.130, 3.263], [3.845, -5.369, 1.970], [4.255, -4.458, 3.437], [6.976, -9.587, 0.663], [5.836, -8.997, -0.124], [4.574, -9.811, -0.233], [5.931, -7.904, -0.650], [7.818, -8.892, 0.657], [6.667, -9.754, 1.697], [7.295, -10.527, 0.207], [4.159, -9.988, 0.761], [4.787, -10.761, -0.729], [3.840, -9.263, -0.827], [-0.899, 4.945, -5.304], [-0.708, 3.482, -5.599], [-0.782, 3.048, -7.039], [-0.501, 2.678, -4.707], [-0.820, 5.111, -4.228], [-0.125, 5.530, -5.806], [-1.888, 5.265, -5.635], [-0.003, 3.548, -7.618], [-1.767, 3.284, -7.448], [-0.626, 1.969, -7.101], [-1.245, 7.164, 2.956], [-2.071, 7.278, 1.702], [-2.109, 8.618, 1.016], [-2.683, 6.323, 1.260], [-1.309, 6.145, 3.341], [-0.199, 7.389, 2.734], [-1.626, 7.850, 3.716], [-1.102, 8.907, 0.708], [-2.529, 9.368, 1.690], [-2.741, 8.551, 0.128], [-3.915, 7.505, -6.347], [-3.272, 7.975, -5.069], [-4.056, 8.930, -4.209], [-2.161, 7.598, -4.744], [-3.237, 6.823, -6.864], [-4.843, 6.973, -6.123], [-4.116, 8.358, -6.998], [-4.990, 8.462, -3.890], [-4.264, 9.847, -4.765], [-3.471, 9.183, -3.323], [-1.936, -4.805, -0.199], [-2.956, -5.211, -1.229], [-3.072, -6.678, -1.549], [-3.660, -4.385, -1.781], [-1.964, -3.720, -0.071], [-2.167, -5.276, 0.758], [-0.936, -5.092, -0.532], [-3.352, -7.233, -0.651], [-2.123, -7.048, -1.942], [-3.845, -6.823, -2.306]],
  "e_above_lowest_kcal_mol": 87.49,
  "energy_ha": -2162.58216,
  "lumo_energy_ev": 0.59,
  "homo_energy_ev": -9.1,
  "orbital_gap_ev": 9.7
}

***

No. 2
{
  "formula": "C29H45ClN4O3Pd",
  "method": "ωB97M-V/def2-TZVPD",
  "symbols": ["Pd", "Cl", "C", "C", "N", "H", "N", "H", "C", "C", "C", "H", "H", "H", "H", "H", "H", "C", "H", "H", "H", "C", "C", "H", "H", "C", "H", "C", "H", "H", "H", "H", "H", "C", "H", "C", "N", "H", "N", "H", "C", "C", "C", "H", "H", "H", "H", "H", "H", "C", "H", "H", "H", "C", "C", "H", "H", "C", "H", "C", "H", "H", "H", "H", "H", "C", "H", "C", "O", "C", "C", "C", "C", "C", "C", "C", "O", "O", "H", "H", "H", "H", "H"],
  "positions_angstrom": [[-0.116, -0.105, -0.650], [0.797, -0.683, -2.759], [0.065, 1.106, 3.250], [0.032, 0.949, 1.009], [0.591, 0.470, 2.139], [-1.362, 2.736, 3.374], [-0.742, 1.983, 1.415], [0.275, 0.865, 4.272], [1.541, -0.663, 2.181], [2.032, -0.685, 3.606], [0.830, -1.955, 1.868], [1.210, -0.932, 4.302], [2.814, -1.433, 3.748], [2.463, 0.286, 3.881], [3.438, -1.203, 1.406], [3.117, 0.543, 1.347], [0.454, -2.007, 0.838], [2.672, -0.445, 1.204], [-0.034, -2.091, 2.519], [1.521, -2.794, 2.029], [2.336, -0.547, 0.165], [-0.772, 2.046, 2.792], [-3.028, 2.449, 0.694], [-3.405, 2.495, 1.726], [-3.655, 3.104, 0.073], [-1.574, 2.894, 0.612], [-1.750, 3.700, -1.331], [-1.489, 4.246, 1.308], [-0.454, 4.551, 1.502], [-3.150, 1.407, 0.377], [-1.199, 2.014, -1.339], [-2.034, 4.257, 2.266], [-1.937, 5.027, 0.689], [-1.124, 2.965, -0.816], [-0.102, 3.315, -0.910], [0.449, -2.173, -7.523], [0.395, -2.158, -6.137], [-0.366, -0.835, -8.966], [-0.629, -0.401, -6.813], [0.863, -2.910, -8.164], [1.219, -3.109, -5.398], [1.567, -4.243, -6.341], [2.542, -2.425, -5.055], [2.177, -3.878, -7.171], [2.158, -4.975, -5.782], [0.662, -4.725, -6.723], [1.211, -4.364, -3.698], [-0.404, -4.204, -4.468], [2.397, -1.532, -4.442], [0.507, -3.661, -4.176], [3.043, -2.152, -5.992], [3.170, -3.144, -4.519], [0.232, -2.864, -3.467], [-0.189, -1.075, -7.937], [-0.033, 1.959, -6.829], [0.658, 1.824, -7.661], [-0.448, 2.968, -6.903], [-1.173, 0.940, -6.959], [-2.525, 2.288, -6.015], [-1.677, 1.074, -8.390], [-2.421, 0.312, -8.630], [0.509, 1.846, -5.888], [-1.976, 0.977, -4.915], [-0.847, 1.006, -9.095], [-2.126, 2.059, -8.529], [-2.272, 1.221, -5.939], [-3.173, 0.649, -6.183], [-0.207, -1.034, -5.673], [-3.341, -0.052, 3.000], [-2.792, -1.288, 3.152], [-2.462, -1.826, 4.415], [-1.962, -3.132, 4.444], [-1.887, -3.947, 3.297], [-2.241, -3.391, 2.044], [-2.609, -2.036, 1.984], [-3.020, -1.269, 0.742], [-4.257, -1.177, 0.562], [-2.134, -0.736, -0.027], [-3.465, 0.405, 3.848], [-2.625, -1.221, 5.312], [-1.655, -3.546, 5.401], [-1.582, -4.993, 3.374], [-2.242, -3.969, 1.131]],
  "s2": 6.006,
  "energy_ha": -2164.65364,
  "lumo_energy_ev": [4.07, 1.35],
  "homo_energy_ev": [2.4, -3.5],
  "orbital_gap_ev": [1.7, 4.9],
  "charge": -2,
  "spin_multiplicity": 5
}

***

No. 3
{
  "formula": "C10H11N3O2",
  "method": "ωB97M-V/def2-TZVPD",
  "symbols": ["C", "C", "N", "O", "O", "N", "N", "C", "C", "C", "C", "C", "C", "C", "C", "H", "H", "H", "H", "H", "H", "H", "H", "H", "H", "H"],
  "positions_angstrom": [[-0.307, -2.360, 0.046], [1.097, -2.047, 0.410], [1.434, -2.538, 1.695], [2.592, -2.549, 2.020], [0.550, -2.879, 2.459], [1.917, -2.610, -0.669], [2.564, -1.746, -1.254], [2.590, -0.343, -0.750], [1.559, -0.293, 0.370], [0.432, 0.627, 0.011], [-0.340, 1.020, 1.153], [-1.518, 1.724, 1.036], [-1.974, 2.091, -0.201], [-1.265, 1.599, -1.261], [-0.111, 0.886, -1.268], [-0.479, -2.074, -1.005], [-0.858, -1.790, 0.846], [-0.526, -3.424, 0.324], [2.351, 0.395, -1.562], [3.635, -0.211, -0.604], [1.895, -0.145, 1.356], [0.065, 0.650, 2.071], [-2.060, 1.995, 1.984], [-2.880, 2.687, -0.246], [-1.520, 2.083, -2.248], [0.342, 0.457, -2.172]],
  "e_above_lowest_kcal_mol": 132.92,
  "energy_ha": -702.21651,
  "lumo_energy_ev": -0.35,
  "homo_energy_ev": -9.3,
  "orbital_gap_ev": 9.0
}

***

No. 4
{
  "formula": "C31H34Cl5N4O3SSi2Tl",
  "method": "ωB97M-V/def2-TZVPD",
  "symbols": ["Tl", "C", "C", "O", "C", "C", "C", "N", "N", "C", "O", "C", "C", "C", "C", "C", "C", "H", "H", "H", "H", "H", "H", "H", "H", "H", "H", "H", "H", "C", "Si", "C", "C", "C", "C", "C", "C", "C", "Si", "C", "C", "H", "H", "H", "H", "H", "H", "H", "H", "H", "H", "H", "H", "H", "H", "H", "H", "Cl", "C", "C", "Cl", "C", "Cl", "C", "O", "C", "Cl", "C", "Cl", "S", "C", "N", "C", "C", "N", "H", "H", "H", "H", "H", "H"],
  "positions_angstrom": [[12.013, 8.673, 13.547], [11.460, 8.487, 17.741], [12.202, 9.707, 17.217], [11.414, 10.757, 16.816], [13.578, 9.688, 17.281], [14.486, 10.336, 16.271], [15.972, 10.431, 16.579], [14.060, 10.933, 15.191], [14.924, 11.136, 14.241], [14.502, 10.975, 12.982], [13.373, 10.562, 12.551], [15.555, 11.395, 11.984], [16.831, 11.961, 12.351], [17.852, 12.174, 11.381], [17.508, 12.189, 10.054], [16.189, 11.843, 9.711], [15.254, 11.313, 10.634], [10.457, 8.723, 18.038], [11.992, 8.121, 18.634], [11.369, 7.671, 16.952], [14.109, 9.150, 18.066], [16.371, 11.327, 16.058], [16.498, 9.488, 16.201], [15.991, 10.564, 17.671], [16.906, 12.228, 13.399], [18.874, 12.446, 11.642], [18.251, 12.294, 9.288], [15.834, 11.817, 8.663], [14.333, 10.784, 10.249], [13.063, 12.852, 17.732], [11.428, 12.449, 16.839], [9.966, 13.116, 17.657], [11.487, 13.272, 15.110], [11.543, 14.712, 15.251], [12.056, 15.467, 14.164], [12.126, 14.939, 12.888], [11.903, 13.585, 12.707], [11.405, 12.778, 13.729], [10.592, 11.116, 13.248], [9.132, 11.041, 14.359], [10.308, 11.382, 11.341], [13.859, 12.782, 16.987], [13.180, 12.219, 18.613], [13.117, 13.884, 18.131], [10.008, 12.960, 18.774], [8.984, 12.736, 17.298], [9.936, 14.236, 17.522], [11.487, 15.227, 16.193], [12.181, 16.579, 14.309], [12.483, 15.574, 12.112], [12.090, 13.130, 11.686], [9.039, 11.905, 15.014], [9.380, 10.188, 14.987], [8.254, 10.766, 13.792], [9.980, 12.405, 11.152], [9.444, 10.702, 11.202], [11.146, 11.044, 10.728], [15.484, 5.877, 7.210], [14.406, 6.365, 8.451], [14.676, 6.127, 9.851], [16.199, 5.430, 10.335], [13.792, 6.664, 10.803], [14.283, 6.624, 12.477], [12.515, 7.235, 10.493], [11.706, 7.701, 11.338], [12.260, 7.364, 9.060], [10.909, 8.196, 8.632], [13.111, 6.888, 8.067], [12.676, 6.773, 6.445], [10.851, 6.000, 15.081], [9.192, 5.929, 15.181], [8.543, 5.510, 16.256], [7.114, 5.365, 16.046], [6.944, 5.884, 14.574], [8.277, 6.330, 14.220], [8.978, 5.265, 17.126], [6.538, 5.922, 16.793], [6.807, 4.307, 16.163], [6.224, 6.711, 14.503], [6.770, 4.933, 13.961], [8.586, 6.644, 13.293]],
  "e_above_lowest_kcal_mol": 24.81,
  "energy_ha": -5097.01578,
  "lumo_energy_ev": 3.62,
  "homo_energy_ev": 0.6,
  "orbital_gap_ev": 3.1,
  "charge": -2
}